Entry from the Open Molecules 2025 dataset: the molecule C4H6Cl2 (ωB97M-V with the def2-TZVPD basis set).

Properties
structure (SMILES)	ClC[C@H]1C[C@@H]1Cl
molar mass	125.0	g/mol
electronic energy	-29288.947	eV
total charge	0
gap between HOMO and LUMO	10.79	eV
E_HOMO	-0.3619	Ha
energy relative to the best compared isomer or geometry (same formula, charge and spin)	87.1	kJ/mol
LUMO	0.94	eV

Geometry as XYZ:
```
12
Properties=species:S:1:pos:R:3:mulliken_charge:R:1
Cl 2.235 -1.052 -0.385 -0.23
C 1.202 -0.150 0.834 -0.69
C -0.134 0.236 0.478 -0.19
C -0.518 0.860 -0.780 -0.41
C -0.944 -0.511 -0.554 -0.12
Cl -2.494 -1.075 -0.001 -0.21
H 1.835 0.793 0.978 0.28
H 1.215 -0.952 1.570 0.32
H -0.758 0.563 1.308 0.43
H 0.161 0.946 -1.627 0.23
H -1.326 1.638 -0.756 0.25
H -0.475 -1.295 -1.066 0.33
```